{"formula": "C38H29N3O5SiZr", "method": "ωB97M-V with the def2-TZVPD basis set", "max_force_ha_per_bohr": 0.00213, "e_lumo_ev": -0.59, "homo_ev": -7.69, "de_lowest_kcal_mol": 29.94, "elements": ["Zr", "O", "C", "C", "C", "C", "C", "C", "C", "O", "N", "N", "C", "C", "C", "C", "C", "C", "C", "O", "H", "H", "H", "H", "H", "H", "H", "H", "H", "H", "O", "C", "O", "C", "C", "C", "C", "C", "N", "H", "H", "H", "H", "C", "C", "C", "C", "C", "C", "Si", "C", "C", "C", "C", "C", "C", "C", "C", "C", "C", "C", "C", "H", "H", "H", "H", "H", "H", "H", "H", "H", "H", "H", "H", "H", "H", "H"], "xyz": [[-0.165647, -0.024813, -0.380081], [-2.402545, 3.818478, 0.367135], [-2.617152, 3.651213, 1.685032], [-3.491077, 4.555724, 2.294772], [-3.772181, 4.460588, 3.639047], [-3.188568, 3.459753, 4.417340], [-2.325746, 2.567721, 3.822716], [-2.021983, 2.641281, 2.457247], [-1.095346, 1.658160, 1.873658], [-0.830762, 1.732524, 0.583395], [-0.545973, 0.755185, 2.630989], [0.292336, -0.039743, 1.856422], [1.198706, -0.677297, 2.509009], [2.280736, -1.425263, 1.911035], [3.157044, -2.130727, 2.747988], [4.261833, -2.777084, 2.241133], [4.523839, -2.703710, 0.871163], [3.685826, -2.008242, 0.024510], [2.545185, -1.369156, 0.528021], [1.730072, -0.728630, -0.288887], [-1.784762, 3.123566, 0.070137], [-3.935593, 5.324987, 1.677852], [-4.452659, 5.170972, 4.091365], [-3.410506, 3.384489, 5.472845], [-1.859669, 1.782999, 4.402159], [1.179980, -0.586940, 3.593889], [2.950413, -2.155232, 3.811695], [4.926802, -3.321361, 2.896985], [5.399775, -3.193822, 0.465180], [3.887218, -1.934470, -1.036548], [-3.991585, -1.501153, -1.300758], [-2.838791, -1.399953, -0.966640], [-2.196640, -0.294082, -0.697521], [-1.957032, -2.621572, -0.829697], [-2.469359, -3.900154, -0.949198], [-1.599352, -4.969264, -0.832547], [-0.251210, -4.715798, -0.622966], [0.177421, -3.405763, -0.524480], [-0.663563, -2.369511, -0.609054], [-3.527899, -4.016047, -1.132162], [-1.962243, -5.985513, -0.912411], [0.466797, -5.519073, -0.538415], [1.221866, -3.171609, -0.378526], [-0.592767, -2.970905, -4.112145], [0.716591, -2.669804, -3.766041], [1.051147, -1.383500, -3.366617], [0.094873, -0.358864, -3.322593], [-1.221398, -0.690849, -3.680571], [-1.562901, -1.975658, -4.072813], [0.546741, 1.343586, -2.588093], [-0.587399, 2.656369, -3.299372], [-0.154763, 3.600767, -4.232771], [-1.021181, 4.565667, -4.726431], [-2.338566, 4.605868, -4.292305], [-2.786410, 3.682746, -3.358138], [-1.916016, 2.722447, -2.864733], [2.345715, 1.647144, -3.043443], [2.793262, 1.501582, -4.360326], [4.124109, 1.704566, -4.693540], [5.038718, 2.056542, -3.709448], [4.617165, 2.203558, -2.396567], [3.282620, 1.999300, -2.070581], [-0.858562, -3.975967, -4.416107], [1.479348, -3.438678, -3.803415], [2.075610, -1.161347, -3.089248], [-1.992030, 0.071758, -3.651762], [-2.587253, -2.202899, -4.340967], [0.874502, 3.587908, -4.573165], [-0.667226, 5.291134, -5.448329], [-3.012291, 5.362623, -4.673815], [-3.807196, 3.719044, -3.000038], [-2.280504, 2.018205, -2.121617], [2.091380, 1.214036, -5.136509], [4.449966, 1.587297, -5.719566], [6.078627, 2.214312, -3.966510], [5.327626, 2.474422, -1.625593], [2.965026, 2.107473, -1.039002]], "forces_ev_per_a": [[0.09, 0.06, 0.01], [0.01, -0.02, 0.01], [-0.02, 0.02, -0.01], [0.01, -0.01, -0.01], [0.02, -0.02, 0.03], [-0.02, 0.03, -0.02], [0.01, -0.01, 0.01], [0.01, 0.00, 0.03], [0.01, 0.00, -0.02], [-0.03, -0.02, 0.00], [-0.03, 0.00, -0.01], [0.04, -0.04, 0.00], [0.00, 0.00, -0.01], [-0.02, 0.02, 0.00], [0.00, -0.01, 0.00], [0.00, 0.00, 0.01], [0.00, 0.00, -0.01], [0.00, 0.00, 0.02], [0.02, 0.02, -0.01], [0.00, -0.04, 0.01], [-0.01, 0.02, 0.00], [0.01, 0.00, -0.01], [0.00, 0.00, 0.00], [0.00, 0.00, 0.00], [0.00, 0.00, -0.01], [0.00, 0.00, 0.00], [0.00, 0.00, 0.00], [0.00, 0.00, 0.00], [0.00, 0.00, 0.00], [-0.01, 0.00, 0.00], [-0.03, 0.01, -0.01], [0.03, -0.01, 0.01], [-0.05, 0.01, 0.00], [-0.08, -0.02, -0.02], [0.02, 0.02, 0.01], [0.02, 0.01, 0.00], [-0.04, -0.01, -0.01], [0.02, 0.03, 0.00], [0.04, -0.01, 0.03], [0.00, 0.00, 0.00], [0.00, 0.00, 0.00], [0.01, 0.00, 0.00], [0.00, -0.01, 0.00], [-0.03, 0.01, 0.00], [0.03, 0.00, 0.01], [0.01, -0.01, 0.00], [-0.05, 0.00, 0.00], [0.02, 0.03, 0.00], [0.02, -0.04, 0.00], [0.01, -0.01, -0.02], [-0.04, 0.02, 0.01], [0.02, -0.02, 0.00], [0.00, 0.01, 0.00], [-0.01, 0.00, 0.00], [-0.01, 0.02, -0.01], [0.03, -0.01, 0.00], [-0.01, 0.02, 0.02], [-0.02, -0.02, 0.00], [0.01, 0.01, 0.00], [0.01, 0.00, -0.01], [0.00, 0.00, 0.01], [-0.01, 0.00, 0.01], [0.00, 0.00, 0.00], [0.00, 0.00, 0.00], [0.01, 0.00, 0.00], [0.00, 0.00, 0.00], [0.00, 0.01, 0.00], [0.00, 0.00, 0.00], [0.01, 0.00, 0.00], [0.00, 0.00, 0.00], [0.00, 0.00, 0.00], [-0.01, 0.00, 0.00], [0.00, 0.00, 0.00], [0.00, 0.00, 0.00], [0.00, 0.00, 0.00], [0.00, 0.00, 0.00], [0.01, 0.00, 0.00]]}


{"formula": "C38H30B2Cl88N4O6", "method": "ωB97M-V with the def2-TZVPD basis set", "max_force_ha_per_bohr": 0.22043, "e_lumo_ev": -1.04, "homo_ev": -7.68, "elements": ["C", "C", "C", "C", "C", "C", "C", "N", "C", "C", "N", "C", "N", "C", "O", "O", "C", "B", "C", "O", "B", "O", "O", "C", "C", "N", "C", "O", "H", "H", "H", "H", "H", "H", "H", "H", "H", "H", "H", "H", "H", "H", "H", "H", "H", "H", "H", "H", "H", "H", "H", "H", "H", "H", "H", "H", "H", "H", "C", "Cl", "Cl", "Cl", "Cl", "C", "Cl", "Cl", "Cl", "Cl", "C", "Cl", "Cl", "Cl", "Cl", "C", "Cl", "Cl", "Cl", "Cl", "C", "Cl", "Cl", "Cl", "Cl", "C", "Cl", "Cl", "Cl", "Cl", "C", "Cl", "Cl", "Cl", "Cl", "C", "Cl", "Cl", "Cl", "Cl", "C", "Cl", "Cl", "Cl", "Cl", "C", "Cl", "Cl", "Cl", "Cl", "C", "Cl", "Cl", "Cl", "Cl", "C", "Cl", "Cl", "Cl", "Cl", "C", "Cl", "Cl", "Cl", "Cl", "C", "Cl", "Cl", "Cl", "Cl", "C", "Cl", "Cl", "Cl", "Cl", "C", "Cl", "Cl", "Cl", "Cl", "C", "Cl", "Cl", "Cl", "Cl", "C", "Cl", "Cl", "Cl", "Cl", "C", "Cl", "Cl", "Cl", "Cl", "C", "Cl", "Cl", "Cl", "Cl", "C", "Cl", "Cl", "Cl", "Cl", "C", "Cl", "Cl", "Cl", "Cl"], "xyz": [[3.141707, -1.685724, 1.404898], [4.385949, -0.608798, 1.315588], [3.908405, 0.891503, 0.751575], [2.642844, 1.352453, 1.685960], [2.577229, 2.953773, 2.030575], [1.087525, 3.551579, 1.662254], [-0.110201, 3.046541, 2.685984], [-1.118934, 2.114832, 2.052848], [-1.248065, 0.746580, 2.045919], [-0.253309, -0.323854, 2.787765], [0.183982, 0.062289, 4.183328], [-2.574113, 0.382858, 1.093344], [-3.294895, -0.944652, 1.381717], [-1.788429, -0.025826, -0.325921], [-1.522269, -1.327475, -0.627399], [-1.289937, 0.963493, -1.305686], [-3.482009, 1.747616, 1.115707], [-4.599333, 1.989013, 2.296901], [-5.284863, 0.818885, 3.245448], [-5.103967, 3.387013, 2.539864], [-4.447842, 1.825600, -0.253896], [-4.625332, 3.035741, -1.080366], [-5.212755, 0.615242, -0.645574], [-4.787042, 0.095900, -1.954101], [-2.232037, 2.811791, 1.243112], [-1.836777, 3.659882, 0.054374], [-2.397091, 4.918513, 0.295810], [-3.225141, 5.984063, 0.124807], [2.323526, -1.498523, 0.574434], [2.577835, -1.541630, 2.445969], [3.487812, -2.818405, 1.395501], [4.766131, -0.458077, 2.432194], [5.203200, -1.105629, 0.623876], [4.780784, 1.671113, 0.730479], [3.489584, 0.819592, -0.363992], [2.701384, 0.771929, 2.700226], [1.649424, 1.101890, 1.073366], [2.949270, 3.225967, 3.117073], [3.339195, 3.485443, 1.283169], [0.855566, 3.358910, 0.528932], [1.178206, 4.735611, 1.777171], [0.420910, 2.633525, 3.643020], [-0.666363, 4.045059, 3.030918], [-0.828504, -1.363942, 2.900977], [0.659170, -0.572185, 2.058969], [-0.555954, 0.566566, 4.720140], [1.090069, 0.601100, 4.186708], [-2.627233, -1.675404, 1.711132], [-3.847899, -1.260113, 0.552462], [-5.799280, 0.056071, 2.484663], [-4.533974, 0.269637, 3.957845], [-6.199740, 1.308575, 3.835624], [-5.628444, 3.380791, 3.414960], [-5.510776, 2.886144, -1.556640], [-5.658679, -0.326209, -2.624025], [-4.117459, 0.899242, -2.493301], [-4.067072, -0.833422, -1.751266], [-2.559585, 3.648856, 2.026748], [8.900226, -0.701720, 0.373672], [7.951008, 0.672087, 0.995206], [7.878579, -2.160892, 0.335952], [9.470074, -0.332880, -1.273743], [10.301411, -0.985047, 1.437260], [-7.599725, -3.130242, -3.183510], [-9.273111, -2.549613, -3.376677], [-6.602794, -2.528337, -4.531920], [-6.937507, -2.531132, -1.641666], [-7.585565, -4.911985, -3.183594], [-7.973133, -8.961024, -4.836253], [-9.172596, -8.158940, -5.881535], [-8.523923, -10.612982, -4.459377], [-6.405549, -9.035568, -5.679977], [-7.790353, -8.036413, -3.324136], [4.926911, 5.274598, -0.833496], [5.270409, 6.454312, 0.456832], [5.659984, 3.705722, -0.414444], [3.164256, 5.079457, -1.005887], [5.612886, 5.859068, -2.370585], [6.126856, 5.516968, 4.685721], [5.507536, 4.328321, 5.859698], [5.019629, 6.910848, 4.611448], [7.742715, 6.068466, 5.195229], [6.237710, 4.760093, 3.076478], [8.826892, -5.091509, -2.676978], [10.236131, -6.022330, -2.109282], [8.598077, -5.365560, -4.422518], [7.371281, -5.621626, -1.796683], [9.102064, -3.356449, -2.379218], [-4.373133, 1.256194, 7.107158], [-5.572596, 2.058278, 6.061876], [-4.923923, -0.395764, 7.484034], [-2.805549, 1.181650, 6.263433], [-4.190353, 2.180805, 8.619275], [9.426867, 5.146517, -0.096068], [8.227404, 5.948600, -1.141350], [8.876077, 3.494559, 0.280808], [10.994451, 5.071972, -0.939792], [9.609647, 6.071128, 1.416049], [-0.173133, -4.698381, 4.468218], [-1.372596, -3.896298, 3.422935], [-0.723923, -6.350339, 4.845094], [1.394451, -4.772926, 3.624493], [0.009647, -3.773770, 5.980334], [14.826858, 5.868628, -1.627927], [13.741796, 7.148094, -1.027702], [13.930222, 4.801893, -2.738103], [16.196991, 6.609479, -2.493158], [15.438579, 4.915143, -0.252618], [4.026925, 0.951954, 7.180436], [4.822374, 2.400532, 7.846429], [5.179230, -0.406893, 7.170671], [2.619945, 0.530365, 8.189107], [3.485972, 1.283945, 5.515515], [6.426904, 2.632532, -4.973587], [4.753519, 3.213161, -5.166754], [7.423836, 3.234436, -6.321997], [7.089122, 3.231642, -3.431743], [6.441064, 0.850788, -4.973671], [-6.173089, 0.692648, -7.556581], [-5.829591, 1.872361, -6.266253], [-5.440016, -0.876228, -7.137529], [-7.935744, 0.497507, -7.728972], [-5.487114, 1.277118, -9.093671], [-12.173142, 0.097540, -6.993212], [-13.258204, 1.377006, -6.392987], [-13.069778, -0.969195, -8.103388], [-10.803009, 0.838391, -7.858443], [-11.561421, -0.855945, -5.617903], [-14.058241, -4.895352, -6.255599], [-14.924212, -4.462952, -7.751523], [-15.237118, -5.225651, -4.961180], [-13.067626, -6.348470, -6.541746], [-13.003822, -3.544306, -5.768069], [-2.537103, -5.635894, 9.169937], [-4.210488, -5.055265, 8.976770], [-1.540171, -5.033990, 7.821527], [-1.874885, -5.036785, 10.711781], [-2.522943, -7.417638, 9.169854], [-16.937115, -0.366363, -6.906156], [-15.527876, -1.297185, -6.338459], [-17.165930, -0.640414, -8.651695], [-18.392726, -0.896481, -6.025861], [-16.661943, 1.368696, -6.608395], [14.107287, -1.455496, 2.873976], [15.555125, -2.487531, 2.989425], [14.213370, -0.146531, 4.078022], [14.007792, -0.752621, 1.239713], [12.652795, -2.435439, 3.188580], [-4.192738, -5.312915, -5.931477], [-5.092395, -6.188429, -7.195896], [-4.396748, -3.558331, -6.164250], [-4.818348, -5.776159, -4.328740], [-2.463401, -5.728946, -6.036948], [-12.292738, 3.038065, -11.400104], [-13.192395, 2.162552, -12.664523], [-12.496748, 4.792649, -11.632877], [-12.918348, 2.574821, -9.797368], [-10.563401, 2.622035, -11.505576], [18.307289, -2.487272, 0.018861], [16.633904, -1.906643, -0.174306], [19.304221, -1.885367, -1.329549], [18.969507, -1.888162, 1.560705], [18.321449, -4.269016, 0.018778], [3.307289, -1.349862, 11.748304], [1.860790, -0.331086, 11.537597], [4.241307, -1.376253, 10.231305], [4.317413, -0.683754, 13.056241], [2.809572, -3.008388, 12.168280]], "forces_ev_per_a": [[-0.73, 0.26, 0.72], [-0.35, -0.10, -0.16], [-0.74, -0.97, -0.08], [-0.12, 0.58, -0.12], [0.21, 0.15, -1.36], [0.91, 1.01, 0.21], [1.38, 1.62, 0.33], [-0.48, -2.71, -0.87], [-0.70, 1.80, -0.58], [-0.76, -0.77, -0.33], [0.32, 0.73, -1.27], [0.90, -2.12, -0.26], [0.38, 1.51, 1.25], [4.50, -0.72, -7.22], [-1.95, 6.10, 2.84], [-3.31, -3.83, 6.13], [1.91, -0.15, -1.03], [-1.07, 1.31, 1.81], [-1.30, 0.03, -0.94], [0.67, -3.28, 0.99], [-0.68, 0.18, -2.34], [-1.45, -3.18, 1.61], [1.82, 2.06, 0.16], [1.60, -1.11, -0.99], [-2.34, 2.49, 2.76], [-2.61, 5.75, 2.43], [-4.47, 1.51, -3.90], [7.29, -8.50, 1.75], [1.79, -0.51, 1.45], [1.19, -0.34, -2.15], [-0.58, 2.49, -0.16], [-0.43, -0.33, -2.48], [-1.48, 1.32, 1.55], [-1.70, -1.70, 0.41], [1.08, 0.01, 2.37], [-0.30, 0.82, -1.92], [2.12, 0.31, 1.55], [-0.96, -0.61, -2.06], [-1.69, -1.01, 1.72], [0.25, 0.10, 2.29], [-0.38, -2.51, -0.21], [-1.38, 0.32, -1.96], [0.80, -2.48, -0.84], [1.00, 2.54, -0.50], [-2.03, 0.84, 1.67], [1.00, -0.61, -0.80], [-1.59, -0.71, -0.02], [-0.77, 0.96, -1.07], [1.22, 0.50, 0.92], [1.38, 1.30, 1.71], [-1.60, 0.90, -1.46], [2.12, -1.31, -1.28], [1.16, -0.09, -2.22], [1.98, 0.34, 0.79], [1.52, 1.36, 1.56], [-1.49, -1.64, 0.77], [-1.46, 1.96, -0.47], [0.37, -2.24, -1.19], [0.05, -0.14, 0.04], [0.05, -0.47, -0.04], [0.18, 0.51, 0.28], [-0.14, 0.06, 0.38], [-0.47, 0.10, -0.35], [0.08, 0.06, 0.05], [0.31, -0.13, 0.07], [-0.86, -0.05, 0.88], [-0.25, -0.23, -0.31], [-0.44, 0.71, 0.10], [0.05, -0.05, -0.11], [0.30, -0.16, 0.27], [0.12, 0.41, -0.07], [-0.45, -0.03, 0.28], [-0.05, -0.40, -0.29], [-0.04, 0.18, -0.03], [-0.27, -0.20, -0.44], [-0.30, 0.54, -0.13], [0.43, 0.06, -0.04], [-1.00, 0.15, 0.16], [0.05, -0.03, -0.06], [0.31, 0.63, -0.67], [0.23, -0.29, -0.02], [-0.38, -0.13, -0.13], [0.03, 0.06, 0.56], [0.06, 0.06, -0.07], [-0.34, 0.22, -0.13], [0.04, 0.05, 0.43], [0.32, 0.14, -0.18], [0.04, -0.67, -0.35], [-0.21, -0.02, 0.21], [0.36, 0.01, 0.88], [0.19, 0.48, -0.16], [-0.25, 0.04, 0.15], [0.00, -0.25, -0.41], [0.13, 0.13, -0.03], [0.91, -0.34, 0.49], [0.45, 0.54, -0.11], [-0.48, -0.06, 0.22], [-0.06, -0.21, -0.30], [0.10, -0.11, -0.09], [0.21, -0.28, 0.25], [0.17, 0.43, -0.23], [-0.41, 0.06, 0.22], [0.53, 0.26, -1.03], [0.05, 0.06, 0.05], [0.35, -0.28, -0.16], [0.21, 0.24, 0.24], [-0.34, -0.20, 0.21], [-0.17, 0.23, -0.34], [-0.13, -0.12, 0.21], [-0.35, -0.76, 0.26], [-0.26, 0.37, -0.11], [0.25, 0.32, -0.52], [0.18, -0.04, 0.23], [0.00, -0.03, 0.02], [0.42, -0.14, 0.08], [-0.23, -0.13, 0.31], [0.05, -0.42, -0.56], [0.00, 0.42, 0.01], [0.01, 0.12, -0.01], [-0.08, -0.31, -0.31], [-0.19, 0.54, -0.31], [0.86, -0.04, 0.15], [-0.15, -0.16, 0.38], [-0.09, -0.03, -0.16], [0.42, -0.28, -0.16], [0.76, 0.41, -0.11], [-0.68, -0.20, 0.31], [0.06, 0.48, -0.25], [0.00, -0.06, 0.06], [0.23, -0.15, 0.32], [0.27, 0.09, -0.32], [-0.23, 0.33, 0.07], [-0.39, -0.58, -0.15], [0.00, -0.07, -0.01], [0.35, -0.13, 0.05], [-0.81, -0.42, 1.15], [-0.15, -0.13, -0.34], [-0.02, 0.39, 0.01], [0.07, -0.07, 0.12], [-0.94, 0.22, 0.22], [0.09, 0.06, 0.40], [0.32, 0.14, -0.22], [-0.21, -0.38, -0.09], [0.14, -0.03, 0.03], [-0.45, 0.25, 0.12], [-0.04, -0.32, -0.32], [-0.19, -0.06, 0.45], [0.39, 0.19, -0.03], [0.09, -0.09, 0.05], [0.22, 0.30, 0.26], [0.77, -0.83, -0.33], [0.47, 0.07, -0.60], [-0.43, 0.12, 0.01], [-0.04, -0.01, 0.04], [0.22, 0.21, 0.30], [0.05, -0.42, 0.05], [0.03, 0.21, -0.50], [-0.40, 0.09, 0.05], [-0.04, 0.02, -0.10], [0.65, -0.20, -0.10], [-0.22, -0.15, 0.33], [-0.16, -0.14, -0.36], [-0.01, 0.42, 0.02], [0.11, -0.08, 0.01], [0.29, -0.22, 0.07], [-0.12, -0.16, 0.63], [-0.27, -0.15, -0.33], [0.11, 0.42, -0.11]]}


Orbital gap / eV: 7.098 6.643